1.
DFT (ωB97M-V/def2-TZVPD) results for a structure of composition C36H38BN7O2SSiTc at a distorted geometry.

Geometry as XYZ:
```
87
C36H38BN7O2SSiTc, DFT ωB97M-V/def2-TZVPD
Tc 0.0327 0.2744 -0.0495
C -2.3368 2.1058 -3.2525
C -2.1578 1.1105 -2.3008
N -0.8912 1.1063 -1.8602
N -0.2609 2.1181 -2.5022
C -1.1066 2.7267 -3.3425
B 1.0321 2.7100 -1.9224
N 2.0615 1.5854 -1.7987
C 3.2121 1.4023 -2.4455
C 3.8137 0.2504 -1.9564
C 2.9384 -0.2221 -0.9933
N 1.8722 0.5947 -0.9082
N 0.6507 3.1508 -0.4845
C 0.6456 4.3738 0.0532
C 0.0050 4.3181 1.2832
C -0.3632 2.9898 1.4247
N 0.0315 2.2902 0.3506
H -3.2384 2.3425 -3.7894
H -2.9027 0.4273 -1.9405
H -0.7904 3.5558 -3.9537
H 1.4372 3.6154 -2.5714
H 3.5411 2.0947 -3.2025
H 4.7629 -0.1660 -2.2442
H 3.0522 -1.0718 -0.3435
H 1.0886 5.2094 -0.4629
H -0.1738 5.1296 1.9660
H -0.8980 2.5082 2.2252
C 0.7165 1.5700 4.5479
Si 1.2954 0.3801 3.1997
C 2.6639 1.2125 2.2264
C 1.9445 -1.2340 3.9200
N -0.0316 -0.0525 2.0359
C -1.0951 -0.7448 2.4759
C -1.3540 -0.9933 3.8570
C -2.3001 -1.8920 4.2617
C -3.0413 -2.6010 3.3089
C -2.9165 -2.2992 1.9599
C -2.0243 -1.3290 1.5536
O -1.9245 -0.8664 0.2562
C -2.7420 -1.4457 -0.7492
C -4.1219 -1.4151 -0.6178
C -4.9107 -1.9323 -1.6340
C -4.3285 -2.4521 -2.7806
C -2.9497 -2.4227 -2.9229
C -2.1533 -1.9142 -1.9098
H 1.5692 2.1813 4.8508
H 0.3746 1.0524 5.4460
H -0.0741 2.2512 4.2340
H 3.5249 1.3424 2.8868
H 2.3839 2.2046 1.8652
H 3.0006 0.6166 1.3817
H 2.7907 -1.0301 4.5788
H 2.3007 -1.8818 3.1187
H 1.1992 -1.7818 4.4959
H -0.7855 -0.4448 4.5935
H -2.4674 -2.0639 5.3161
H -3.7373 -3.3695 3.6158
H -3.5198 -2.8242 1.2366
H -4.5772 -0.9690 0.2574
H -5.9872 -1.9149 -1.5309
H -4.9484 -2.8510 -3.5718
H -2.4899 -2.7808 -3.8345
H -1.0895 -1.8209 -2.0571
O 0.6534 -1.8218 -0.0374
S 1.0554 -2.8957 -1.0592
C 2.6887 -3.4611 -0.5899
C 3.5870 -3.7086 -1.6183
C 4.8533 -4.1797 -1.3014
C 5.2079 -4.3763 0.0252
C 4.2983 -4.1188 1.0451
C 3.0273 -3.6646 0.7380
C 0.1059 -4.3435 -0.5875
C -0.2834 -4.5297 0.7275
C -0.9921 -5.6742 1.0584
C -1.3101 -6.6034 0.0760
C -0.9253 -6.3954 -1.2410
C -0.2107 -5.2569 -1.5815
H 3.3027 -3.5348 -2.6496
H 5.5604 -4.3952 -2.0908
H 6.1990 -4.7334 0.2708
H 4.5757 -4.2852 2.0774
H 2.3045 -3.4686 1.5175
H -0.0429 -3.7898 1.4799
H -1.2889 -5.8423 2.0855
H -1.8575 -7.4979 0.3426
H -1.1812 -7.1203 -2.0016
H 0.1005 -5.0892 -2.6061
```

The net charge is +2. The spin multiplicity is 4. As for the frontier orbital gap (alpha / beta): 8.60 / 6.40 eV.

---

2.
DFT (ωB97M-V/def2-TZVPD) results for a structure of composition C36H38GaN4O3S.

Geometry as XYZ:
```
83
C36H38GaN4O3S, DFT ωB97M-V/def2-TZVPD
Ga 0.2921 -0.8593 0.3703
C 3.5486 2.8647 -4.6767
C 2.7301 2.3183 -3.5362
C 2.0047 3.1447 -2.6930
C 1.1752 2.6225 -1.6892
C 0.3178 3.3890 -0.8210
N 0.6209 4.4539 -0.1580
C 1.9524 5.0825 -0.0278
C 3.0152 4.1705 0.5936
C 2.8892 3.8061 2.0707
N 1.9630 2.6890 2.3569
C 1.5470 2.4150 3.5600
C 0.9104 1.2224 3.9970
C 0.6164 1.1083 5.3723
C 0.1088 -0.0451 5.9344
C -0.2267 -0.1464 7.3985
C -0.0519 -1.1337 5.0782
C 0.2070 -1.0743 3.7075
C 0.1464 -2.2925 2.9331
N 0.2899 -2.3918 1.6610
C 0.3943 -3.7283 1.0552
C 1.7177 -3.8247 0.2964
C 1.6904 -3.1677 -1.0722
N 1.5080 -1.6930 -1.0273
C 1.9764 -1.0352 -2.0306
C 1.8895 0.3874 -2.2755
C 2.6694 0.9458 -3.2901
C 1.0778 1.2309 -1.4890
O 0.3034 0.7996 -0.5395
C 0.6511 0.1310 3.1281
O 0.8428 0.2704 1.8448
H 3.6098 3.9506 -4.6411
H 3.1038 2.5881 -5.6335
H 4.5629 2.4658 -4.6623
H 2.0397 4.2157 -2.8567
H -0.6817 3.0007 -0.6484
H -0.1255 4.8780 0.3805
H 1.8134 5.9780 0.5744
H 2.2916 5.4097 -1.0062
H 3.9542 4.7164 0.4956
H 3.1317 3.2623 -0.0026
H 2.5949 4.6661 2.6739
H 3.8770 3.4980 2.4146
H 1.8106 1.9611 1.6582
H 1.7584 3.1687 4.3149
H 0.8159 1.9611 6.0135
H 0.2221 0.6664 7.9659
H 0.1247 -1.0885 7.8176
H -1.3063 -0.1019 7.5488
H -0.3895 -2.0772 5.4975
H 0.0171 -3.2138 3.5026
H -0.4528 -3.8723 0.3795
H 0.3395 -4.4939 1.8289
H 1.9715 -4.8749 0.1526
H 2.5140 -3.3892 0.9056
H 0.8614 -3.5816 -1.6548
H 2.6125 -3.3973 -1.6069
H 2.5389 -1.6009 -2.7759
H 3.2706 0.2827 -3.9056
O -1.4321 -1.3894 -0.2816
S -1.7544 -1.7054 -1.7755
C -2.9286 -0.4845 -2.2596
C -4.0523 -0.2143 -1.4860
C -4.9521 0.7310 -1.9432
C -4.7324 1.3764 -3.1590
C -3.6050 1.0960 -3.9179
C -2.6847 0.1602 -3.4654
C -2.6954 -3.1958 -1.6679
C -2.7162 -3.9873 -2.8102
C -3.4520 -5.1621 -2.7890
C -4.1307 -5.5319 -1.6350
C -4.0845 -4.7325 -0.4978
C -3.3632 -3.5490 -0.5034
H -4.2247 -0.7375 -0.5541
H -5.8380 0.9538 -1.3638
H -5.4554 2.0960 -3.5197
H -3.4485 1.5954 -4.8645
H -1.8024 -0.0757 -4.0492
H -2.1797 -3.6882 -3.7037
H -3.4910 -5.7893 -3.6692
H -4.6979 -6.4529 -1.6184
H -4.6182 -5.0300 0.3950
H -3.3181 -2.9210 0.3765
```

The net charge is +3. The spin multiplicity is 1. As for the frontier orbital gap: 7.60 eV.

---

3.
DFT (ωB97M-V/def2-TZVPD) results for a structure of composition C36H38IrN4OP2S.

Geometry as XYZ:
```
83
C36H38IrN4OP2S, DFT ωB97M-V/def2-TZVPD
Ir -0.4235 0.2957 0.6598
N -2.9682 2.4394 3.4868
C -2.0149 1.8115 2.7780
S -2.4518 1.3324 1.1588
N -0.8499 1.6404 3.3544
N 0.0405 0.9972 2.5541
C 1.1915 0.7014 3.0375
C 2.0947 -0.0332 2.1707
C 3.3932 -0.3130 2.5619
C 4.2299 -1.0082 1.7078
C 3.7341 -1.4009 0.4805
C 2.4273 -1.0911 0.1573
N 1.6012 -0.4279 0.9666
H -3.9041 2.5111 3.1330
H -2.7736 2.7057 4.4365
H 1.4586 0.9774 4.0500
H 3.7315 0.0221 3.5326
H 5.2454 -1.2398 1.9987
H 4.3344 -1.9566 -0.2250
H 2.0276 -1.4005 -0.7918
C 0.0030 -0.9111 -2.3695
C 0.5819 0.5224 -2.5360
P 0.5694 1.6475 -1.0197
C -0.2224 3.1739 -1.6042
C -0.8897 3.9588 -0.6658
C -1.4691 5.1614 -1.0454
C -1.3902 5.5834 -2.3641
C -0.7146 4.8125 -3.3008
C -0.1252 3.6171 -2.9218
C 2.2911 2.1915 -0.7511
C 3.4195 1.6566 -1.3626
C 4.6882 2.1070 -1.0164
C 4.8419 3.0899 -0.0531
C 3.7205 3.6280 0.5667
C 2.4576 3.1788 0.2235
P -1.2982 -0.7930 -1.0942
C -2.6830 -0.2111 -2.1022
C -3.1517 1.0964 -2.0995
C -4.1956 1.4628 -2.9399
C -4.7796 0.5267 -3.7773
C -4.3118 -0.7826 -3.7904
C -3.2658 -1.1471 -2.9621
C -1.7849 -2.0975 0.0395
C -2.6299 -3.2000 -0.0046
C -3.0491 -3.7447 1.1970
C -2.6581 -3.1694 2.4001
C -1.8471 -2.0402 2.4417
C -1.3722 -1.4927 1.2537
H 0.7545 -1.6219 -2.0347
H -0.3826 -1.2755 -3.3211
H 0.0114 1.0444 -3.3039
H 1.5978 0.4508 -2.9191
H -0.9697 3.6198 0.3583
H -1.9856 5.7648 -0.3107
H -1.8479 6.5170 -2.6632
H -0.6389 5.1471 -4.3269
H 0.4220 3.0437 -3.6603
H 3.3398 0.8906 -2.1212
H 5.5559 1.6874 -1.5086
H 5.8302 3.4414 0.2116
H 3.8303 4.3999 1.3169
H 1.5898 3.6054 0.7155
H -2.6998 1.8472 -1.4642
H -4.5492 2.4853 -2.9343
H -5.5976 0.8146 -4.4242
H -4.7608 -1.5154 -4.4474
H -2.9014 -2.1689 -2.9883
H -2.9707 -3.6105 -0.9469
H -3.6987 -4.6097 1.2021
H -3.0161 -3.5966 3.3292
H -1.6049 -1.5879 3.3973
H 0.6406 -2.7885 1.5053
C 2.2678 -5.2891 2.6624
C 1.0043 -4.6003 2.1920
C 0.2401 -5.4293 1.1768
O 1.4088 -3.3584 1.6122
H 2.0319 -6.2253 3.1681
H 2.8179 -4.6513 3.3547
H 2.9114 -5.5128 1.8091
H 0.3611 -4.3927 3.0564
H 0.8755 -5.6293 0.3119
H -0.6529 -4.9014 0.8402
H -0.0729 -6.3832 1.6051
```

The net charge is +1. Its energy above the lowest of the compared OMol25 structures with the same formula, charge and spin is 0.0 kcal/mol. The spin multiplicity is 1. As for the frontier orbital gap: 7.22 eV.

---

4.
DFT (ωB97M-V/def2-TZVPD) results for the ion C36H38N3S with charge +1 at a distorted geometry.

Geometry as XYZ:
```
78
C36H38N3S, DFT ωB97M-V/def2-TZVPD
C 5.2145 -1.8221 2.9821
C 5.5016 -0.8578 2.0037
C 4.6553 0.2408 1.8352
C 3.5196 0.3999 2.6426
C 2.5916 1.5764 2.3834
N 1.1877 1.3402 2.7862
C 0.5150 2.3067 3.6625
C -0.7977 2.8250 3.1058
C -1.9584 2.8151 3.8880
C -3.1644 3.3025 3.3704
C -3.2054 3.8183 2.0708
C -2.0586 3.7912 1.2746
C -0.8554 3.2886 1.7884
C 0.5843 0.1638 2.4796
C -0.6341 -0.2596 2.9356
C -1.3158 -1.4013 2.2902
C -2.8720 -1.2266 2.3651
C -3.6562 -1.0330 1.2178
C -5.0327 -0.7623 1.3001
C -5.6510 -0.6883 2.5490
C -4.8868 -0.8739 3.7036
C -3.5070 -1.1432 3.5880
C 3.2592 -0.5462 3.6416
C 4.0869 -1.6664 3.7934
H 5.8718 -2.6775 3.1191
H 6.3758 -0.9733 1.3663
H 4.8434 0.9708 1.0390
H 2.9323 2.4919 2.8988
H 2.6151 1.7999 1.3011
H 0.3590 1.8384 4.6494
H 1.2375 3.1281 3.8138
H -1.9324 2.3910 4.8962
H -4.0596 3.2869 3.9844
H -4.1339 4.2346 1.6785
H -2.0866 4.1618 0.2525
H 0.0304 3.2212 1.1522
H 1.1498 -0.5186 1.8378
H -1.1223 0.3270 3.7126
H -1.0165 -1.4661 1.2335
H -3.1822 -1.0265 0.2251
H -5.6145 -0.6010 0.3872
H -6.7133 -0.4800 2.6195
H -5.3634 -0.8263 4.6734
H -2.9274 -1.2367 4.5097
H 2.3728 -0.4543 4.2742
H 3.8370 -2.4125 4.5472
C -2.0090 -3.6542 -0.2598
C -0.5722 -3.8544 0.2247
C 0.0536 -4.9484 -0.6550
C -0.5152 -4.1695 1.7164
C 0.7069 -4.9858 2.0836
C 0.7328 -5.3843 3.5220
N 0.4309 -4.2211 4.3302
C 0.6416 -4.2190 5.7207
C 0.2216 -3.0350 6.3028
C 0.2801 -2.8969 7.6919
C 0.8402 -3.9368 8.4573
C 1.2814 -5.1202 7.8475
C 1.1314 -5.2850 6.4671
S -0.3847 -1.9298 5.0823
C -0.1774 -3.1062 3.8632
N -0.6420 -2.9726 2.6214
H -2.5150 -4.6236 -0.4029
H -2.6141 -3.0244 0.4163
H -1.9645 -3.1504 -1.2390
H 0.0137 -2.9399 0.0811
H -0.5046 -5.8939 -0.5711
H 0.0167 -4.6351 -1.7090
H 1.1090 -5.1409 -0.4098
H -1.3844 -4.8188 1.9399
H 0.7294 -5.9056 1.4905
H 1.6114 -4.4285 1.8096
H 0.0065 -6.1777 3.7407
H 1.7198 -5.7720 3.7897
H -0.1204 -1.9881 8.1381
H 0.9222 -3.8173 9.5364
H 1.7308 -5.9026 8.4611
H 1.3839 -6.2369 5.9946
```

The net charge is +1. Its energy above the lowest of the compared OMol25 structures with the same formula, charge and spin is 0.2 kcal/mol. The spin multiplicity is 1. As for the frontier orbital gap: 8.36 eV.

---

5.
DFT (ωB97M-V/def2-TZVPD) results for a structure of composition C36H38N5OP2PrS at a distorted geometry.

Geometry as XYZ:
```
84
C36H38N5OP2PrS, DFT ωB97M-V/def2-TZVPD
Pr 0.5443 -0.5512 -0.4598
C -1.1253 3.7791 1.5980
C -0.7257 2.6057 0.7580
N -0.6815 1.3722 1.1495
N -1.0608 1.0563 2.4147
C -0.6664 -0.0646 3.0799
N -1.0258 -0.1570 4.3636
S 0.2339 -1.2836 2.3866
C -0.3622 2.8900 -0.6407
C -0.4920 4.1755 -1.1748
C -0.1713 4.3995 -2.5027
C 0.2817 3.3364 -3.2682
C 0.4036 2.0951 -2.6590
N 0.0887 1.8604 -1.3866
H -1.2223 3.5511 2.6558
H -2.0716 4.1897 1.2462
H -0.3735 4.5625 1.5137
H -1.5389 1.7677 2.9662
H -1.5633 0.5436 4.8495
H -0.7339 -0.9684 4.8870
H -0.8458 5.0003 -0.5803
H -0.2807 5.3841 -2.9313
H 0.5293 3.4627 -4.3109
H 0.7575 1.2355 -3.2245
N 4.7069 -0.4132 1.2169
C 3.6169 -0.5155 0.4617
O 2.5882 0.1369 0.7130
C 3.7054 -1.4901 -0.6968
C 2.5590 -1.3284 -1.7289
H 4.7107 0.1708 2.0400
H 5.5374 -0.9378 0.9955
H 3.6771 -2.4943 -0.2507
H 4.6924 -1.3738 -1.1640
H 2.5289 -2.2528 -2.3203
H 2.8875 -0.5461 -2.4409
C -2.0942 -3.3626 -3.1557
P -1.3940 -2.1135 -1.9967
C -2.0624 -0.5273 -2.6350
C -2.5780 0.4582 -1.7888
C -3.0453 1.6491 -2.3243
C -2.9631 1.8842 -3.6881
C -2.3973 0.9345 -4.5225
C -1.9419 -0.2608 -3.9981
C -2.4198 -2.4194 -0.5166
C -3.7969 -2.2087 -0.4958
C -4.5120 -2.4544 0.6622
C -3.8625 -2.9609 1.7796
C -2.5044 -3.2279 1.7462
C -1.7749 -2.9430 0.6043
P -0.6281 -4.4726 -3.5694
C -0.3144 -5.0265 -1.8388
C 0.9346 -4.7644 -1.2805
C 1.2391 -5.2100 -0.0032
C 0.2900 -5.9043 0.7304
C -0.9559 -6.1643 0.1804
C -1.2562 -5.7379 -1.1003
C -1.5351 -5.9278 -4.1950
C -0.9874 -7.1935 -3.9974
C -1.6135 -8.3098 -4.5167
C -2.7811 -8.1749 -5.2522
C -3.3189 -6.9164 -5.4680
C -2.6967 -5.7955 -4.9500
H -2.4544 -2.8745 -4.0631
H -2.9109 -3.9092 -2.6736
H -2.6792 0.2697 -0.7196
H -3.4938 2.3937 -1.6827
H -3.3443 2.8037 -4.1039
H -2.3263 1.1141 -5.5840
H -1.4966 -1.0015 -4.6486
H -4.2990 -1.8497 -1.3838
H -5.5746 -2.2683 0.6958
H -4.4198 -3.1588 2.6803
H -2.0160 -3.6556 2.6085
H -0.7099 -3.1856 0.5509
H 1.6883 -4.2724 -1.8820
H 2.2270 -5.0531 0.4049
H 0.5299 -6.2648 1.7192
H -1.6886 -6.7226 0.7437
H -2.2137 -5.9851 -1.5372
H -0.0726 -7.2970 -3.4293
H -1.1884 -9.2877 -4.3505
H -3.2647 -9.0462 -5.6649
H -4.2251 -6.8032 -6.0445
H -3.1190 -4.8188 -5.1407
```

The net charge is +2. Its energy above the lowest of the compared OMol25 structures with the same formula, charge and spin is 2.0 kcal/mol. The spin multiplicity is 3. As for the frontier orbital gap (alpha / beta): 6.28 / 6.29 eV.